(1)
An isolated molecule of C5H7NO, computed with ωB97M-V/def2-TZVPD.

XYZ file:
```
14
Properties=species:S:1:pos:R:3:lowdin_charge:R:1
C 0.93 0.62 -0.02 -0.176
C 0.90 -0.31 -1.22 -0.179
C 0.44 -1.56 -1.15 0.017
O -1.50 -1.14 1.33 0.038
C -1.46 0.02 1.67 -0.345
N -1.36 1.11 0.82 0.102
C -0.37 1.37 0.08 -0.131
H 1.11 0.05 0.90 0.115
H 1.75 1.34 -0.13 0.110
H 1.23 0.10 -2.17 0.096
H 0.07 -1.96 -0.21 0.050
H 0.41 -2.20 -2.03 0.060
H -1.62 0.33 2.72 0.124
H -0.48 2.23 -0.60 0.119
```

Calculated values
* LUMO level: 0.64 eV
* E_HOMO: -9.554 eV
* SMILES string: C=CC/C=N\C=O
* molecular weight: 97.12 Da
* max |F|: 0.0094 Eh/bohr
* frontier orbital gap: 10.19 eV



(2)
A cluster of 2 separate species, C7H15BN3O5S in total in a non-equilibrium geometry, computed with ωB97M-V/def2-TZVPD.

XYZ file:
```
32
Properties=species:S:1:pos:R:3:lowdin_charge:R:1
O -1.44 -1.40 -0.82 0.135
B -1.06 -0.06 -1.14 -0.626
O -2.02 0.93 -1.27 0.205
O 0.37 0.20 -1.26 0.193
C 0.92 -0.49 -0.20 -0.280
N 0.96 -0.04 1.07 0.178
N 1.54 -0.99 1.86 0.152
C 1.86 -2.02 1.03 -0.173
C 2.50 -3.42 1.29 0.000
C 1.29 -4.45 0.76 -0.237
C 1.09 -5.76 1.71 0.041
O 0.12 -4.52 1.63 -0.160
N 1.51 -1.78 -0.29 0.255
H -1.34 -1.98 -1.60 0.126
H -2.80 0.71 -0.73 0.141
H 1.70 -0.97 2.87 0.201
H 3.38 -3.61 0.62 0.135
H 2.66 -3.67 2.36 0.126
H 1.17 -4.59 -0.39 0.151
H 1.45 -5.63 2.76 0.111
H 0.24 -6.42 1.40 0.128
H 1.67 -2.41 -1.07 0.187
C -0.79 4.18 -1.37 -0.281
S -2.07 5.29 -1.99 0.803
O -1.40 6.31 -2.83 -0.544
C -2.42 6.06 -0.39 -0.272
H -0.39 3.61 -2.22 0.050
H 0.01 4.75 -0.90 0.059
H -1.23 3.48 -0.65 0.036
H -1.52 6.51 0.01 0.058
H -2.81 5.30 0.30 0.049
H -3.18 6.83 -0.54 0.052
```

Calculated values
* LUMO level: -3.75 eV
* E_HOMO: -10.508 eV
* molecular weight: 264.09 Da
* max |F|: 0.1028 Eh/bohr
* charge: +1
* frontier orbital gap: 6.76 eV



(3)
A structure of composition C31H30N5O4PS3Ti in a non-equilibrium geometry, computed with ωB97M-V/def2-TZVPD.

XYZ file:
```
75
Properties=species:S:1:pos:R:3:lowdin_charge:R:1
Ti 0.12 0.15 1.35 0.714
S 0.69 0.66 -2.17 0.548
C -0.93 1.21 -2.44 -1.164
S -1.93 1.68 -1.13 0.546
C -1.43 1.22 -3.75 -0.431
C -0.67 0.82 -4.88 -0.318
N -0.09 0.53 -5.84 0.103
C -2.77 1.60 -4.05 -0.316
N -3.84 1.89 -4.37 0.103
N 0.64 2.22 0.62 -0.100
C 1.54 3.12 1.35 -0.229
C 1.50 2.90 2.85 -0.112
C 2.17 1.58 3.22 -0.644
O 3.23 1.56 3.85 -0.004
O 1.58 0.53 2.77 -0.177
H 0.86 2.16 -0.38 -0.028
H -0.32 2.56 0.62 0.006
H 1.31 4.16 1.11 0.109
H 2.56 2.93 0.98 0.114
H 0.47 2.88 3.19 0.105
H 2.04 3.71 3.35 0.106
C 3.61 -0.77 -1.54 -0.102
C 3.58 -0.08 -0.18 -0.391
C 4.93 0.54 0.16 -0.060
C 3.13 -1.00 0.95 -0.252
C 3.88 -2.33 1.05 -0.070
O 2.85 -3.32 0.98 -0.012
C 1.67 -2.68 0.81 -0.286
N 1.71 -1.41 0.79 0.102
C 0.53 -3.62 0.61 -0.098
C 0.86 -4.98 0.74 -0.021
C -0.06 -5.97 0.47 -0.085
C -1.33 -5.63 0.03 -0.077
C -1.66 -4.29 -0.10 -0.106
C -0.76 -3.26 0.21 -0.259
P -1.44 -1.55 0.01 1.068
C -2.99 -1.64 0.96 -0.373
C -3.80 -0.50 0.93 -0.139
C -4.96 -0.44 1.68 -0.083
C -5.32 -1.49 2.50 -0.111
C -4.50 -2.60 2.58 -0.101
C -3.34 -2.67 1.83 -0.108
C -1.96 -1.74 -1.74 -0.376
C -3.24 -1.45 -2.20 -0.089
C -3.55 -1.58 -3.54 -0.097
C -2.59 -2.00 -4.44 -0.102
C -1.31 -2.29 -3.99 -0.094
C -1.00 -2.16 -2.65 -0.129
H 3.72 -0.03 -2.34 0.072
H 2.68 -1.30 -1.75 0.045
H 4.45 -1.47 -1.63 0.069
H 2.83 0.72 -0.24 0.090
H 5.71 -0.22 0.23 0.075
H 4.89 1.06 1.12 0.078
H 5.24 1.25 -0.61 0.078
H 3.18 -0.46 1.90 0.121
H 4.41 -2.46 1.99 0.129
H 4.56 -2.50 0.22 0.111
H 1.85 -5.25 1.05 0.109
H 0.22 -7.01 0.59 0.095
H -2.06 -6.39 -0.21 0.099
H -2.64 -4.02 -0.45 0.113
H -3.49 0.35 0.33 0.023
H -5.57 0.46 1.64 0.101
H -6.22 -1.44 3.10 0.089
H -4.74 -3.42 3.26 0.092
H -2.69 -3.53 1.95 0.099
H -4.00 -1.09 -1.52 0.092
H -4.54 -1.30 -3.89 0.097
H -2.82 -2.06 -5.50 0.097
H -0.53 -2.57 -4.70 0.100
H 0.02 -2.35 -2.32 0.092
O -0.49 -1.35 2.64 -0.769
S -1.43 -0.28 3.43 0.660
N -1.22 0.92 2.39 -0.534
```

Calculated values
* LUMO level (alpha / beta): 4.19 / 4.19 eV
* E_HOMO (alpha / beta): -1.001 / -0.997 eV
* molecular weight: 711.65 Da
* max |F|: 0.0360 Eh/bohr
* charge: -2
* frontier orbital gap (alpha / beta): 5.19 / 5.19 eV



(4)
An isolated molecule of C7H14S2 in a non-equilibrium geometry, computed with ωB97M-V/def2-TZVPD.

XYZ file:
```
23
Properties=species:S:1:pos:R:3:lowdin_charge:R:1
C -1.19 0.78 0.65 -0.646
C -0.40 -0.18 -0.19 -0.819
C -0.53 2.11 1.06 -0.135
C 2.16 0.33 0.18 -0.052
C 1.23 -0.50 -2.07 -0.113
C -1.95 -2.30 0.80 -0.368
C 0.96 0.38 -0.83 -0.429
S -2.02 0.85 -1.04 0.683
S -0.46 -1.85 -0.13 0.916
H -1.80 0.29 1.44 0.087
H 0.06 2.76 0.38 0.085
H -0.04 1.86 2.04 0.084
H -1.37 2.88 1.27 0.094
H 2.22 -0.77 0.57 0.107
H 2.12 0.82 1.07 0.017
H 3.09 0.64 -0.27 0.074
H 2.20 -0.40 -2.60 0.086
H 0.34 -0.34 -2.70 0.079
H 1.37 -1.53 -1.63 0.043
H -2.51 -1.41 1.12 0.018
H -1.59 -2.93 1.76 0.093
H -2.65 -2.86 0.17 0.031
H 0.77 1.36 -1.06 0.068
```

Calculated values
* LUMO level: 0.69 eV
* E_HOMO: -8.115 eV
* SMILES string: CS[C@@]1(C(C)C)S[C@@H]1C
* molecular weight: 162.32 Da
* max |F|: 0.0868 Eh/bohr
* frontier orbital gap: 8.81 eV



(5)
An isolated molecule of C3H6N2O3 in a non-equilibrium geometry, computed with ωB97M-V/def2-TZVPD.

XYZ file:
```
14
Properties=species:S:1:pos:R:3:lowdin_charge:R:1
C -0.83 -0.65 0.40 -0.193
C -0.67 0.57 -0.09 -0.082
C 0.57 1.84 1.45 0.015
N -0.83 -1.76 -0.32 -0.028
N 0.30 -0.92 -2.22 -0.157
O 0.84 0.20 -1.85 -0.082
O 0.40 -1.79 -1.10 -0.135
O -0.45 1.77 0.37 -0.073
H -1.40 -0.75 1.34 0.134
H 1.54 1.83 1.11 0.064
H 0.25 0.97 2.00 0.078
H 0.45 2.80 1.98 0.104
H -1.02 -2.80 -0.03 0.197
H 0.85 -1.32 -3.03 0.157
```

Calculated values
* LUMO level (alpha / beta): -0.27 / 0.43 eV
* E_HOMO (alpha / beta): -6.905 / -8.246 eV
* molecular weight: 118.09 Da
* max |F|: 0.1110 Eh/bohr
* frontier orbital gap (alpha / beta): 6.63 / 8.67 eV



(6)
A cluster of 2 separate species, CH5NO2Si in total in a non-equilibrium geometry, computed with ωB97M-V/def2-TZVPD.

XYZ file:
```
10
Properties=species:S:1:pos:R:3:lowdin_charge:R:1
C 2.00 -0.59 -0.57 -0.055
N 0.85 -0.52 -0.15 -0.160
O 0.63 -0.90 1.13 -0.097
O -2.08 0.05 1.17 -0.451
Si -1.99 1.03 0.02 0.659
H 2.09 -0.31 -1.58 0.052
H 2.79 -1.13 -0.09 0.076
H -3.20 1.49 -0.83 -0.059
H -0.40 -0.78 1.30 0.092
H -0.68 1.66 -0.40 -0.056
```

Calculated values
* LUMO level: -0.50 eV
* E_HOMO: -9.718 eV
* SMILES string: O=[SiH2].C=NO
* molecular weight: 91.14 Da
* max |F|: 0.0655 Eh/bohr
* frontier orbital gap: 9.21 eV



(7)
A cluster of 2 separate species, C2H3NO3 in total in a non-equilibrium geometry, computed with ωB97M-V/def2-TZVPD.

XYZ file:
```
9
Properties=species:S:1:pos:R:3:lowdin_charge:R:1
N 0.76 -0.56 -0.43 -0.048
C -0.88 1.40 1.35 0.021
C -0.42 -0.13 -0.90 -0.450
O 0.89 -1.66 0.40 -0.024
O -0.67 2.49 1.19 0.069
O -0.56 0.79 -1.65 0.016
H 0.50 -1.43 1.26 0.110
H 1.64 -0.15 -0.72 0.165
H -1.26 -0.75 -0.50 0.140
```

Calculated values
* LUMO level: 0.68 eV
* E_HOMO: -10.115 eV
* molecular weight: 89.05 Da
* max |F|: 0.0237 Eh/bohr
* frontier orbital gap: 10.80 eV



(8)
A cluster of 2 separate species, FH3P2S2 in total in a non-equilibrium geometry, computed with ωB97M-V/def2-TZVPD.

XYZ file:
```
8
Properties=species:S:1:pos:R:3:lowdin_charge:R:1
F 1.33 -0.87 -0.83 -0.483
P 1.27 -1.00 0.70 0.677
P -1.14 0.21 -0.65 -0.028
S -2.43 -1.19 -0.37 0.105
S -2.07 2.04 -0.31 0.270
H 0.55 0.19 1.00 -0.182
H 2.52 -0.44 1.05 -0.111
H -1.54 1.79 0.86 -0.247
```

Calculated values
* LUMO level: -1.48 eV
* E_HOMO: -8.944 eV
* SMILES string: S=PS.FP
* molecular weight: 148.10 Da
* max |F|: 0.0578 Eh/bohr
* frontier orbital gap: 7.47 eV



The highest molecular weight belongs to which entry? C31H30N5O4PS3Ti